(1)
This record from the Open Molecules 2025 dataset describes a cluster of 14 separate species, C5H38NO14S in total at a distorted geometry. The level of theory is ωB97M-V/def2-TZVPD.

XYZ file:
```
59
Properties=species:S:1:pos:R:3:forces:R:3:mulliken_charge:R:1
C -2.321490 2.210774 -2.015439 -0.5233 0.0614 -3.1139 -0.9668
O -3.058319 1.234975 -1.402404 -3.1847 -0.0348 1.6213 -0.5043
C -0.919896 1.669893 -1.885944 0.8858 3.8657 -1.5667 0.3450
C 0.035979 2.906769 -2.341394 -1.0481 -0.9965 4.0317 -0.5096
C 1.478759 2.523304 -2.386908 0.9366 3.8085 -0.1556 -0.3235
S 2.057670 1.695796 -3.808473 0.2044 -2.1296 0.2255 -0.1520
C 2.293900 0.032540 -3.015225 1.7251 0.5188 0.4044 -0.6688
N -0.738831 1.145543 -0.589430 0.8027 -0.9045 0.7576 1.1739
H -2.600778 1.999645 -3.112862 0.3629 1.2283 1.1792 0.3726
H -2.549647 3.294830 -1.813727 0.2230 -1.0407 0.4910 0.2046
H -0.994518 1.074367 -2.803398 1.2088 -1.3476 0.6672 0.1225
H -0.466083 3.121177 -3.224917 -0.0606 1.0061 -2.1652 0.4789
H -0.045485 3.812531 -1.601853 -0.2081 -1.8107 -1.1588 0.2300
H 1.790202 2.040126 -1.501484 0.1236 -0.7999 1.0078 -0.1325
H 2.077211 3.499262 -2.333641 -0.6691 -1.0819 -0.1313 0.3963
H 3.344718 -0.129171 -2.655983 -0.6641 0.2230 -0.8985 0.2992
H 1.776626 -0.317377 -2.138527 -1.0071 1.0764 0.5531 -0.0280
H 1.986762 -0.659590 -3.733066 0.1288 -1.3182 -1.4431 0.4534
H -1.605055 0.808315 -0.132025 0.8768 0.5543 -0.7168 0.0491
H -0.224608 0.273521 -0.629141 0.4727 0.3888 0.0683 -0.6517
H -2.474041 -4.047325 0.439504 -0.0025 -0.2162 -0.4235 0.3204
H -2.469799 -4.946412 -0.842145 0.2191 0.1234 0.2911 0.3218
O -2.993145 -4.319770 -0.331391 -0.1721 0.1362 0.1190 -0.6413
H -3.159228 1.492231 -0.473650 -0.4868 -0.3553 -0.0627 0.3617
H -2.767260 -0.815521 -0.292292 -0.1276 0.1331 0.5066 0.3429
O -2.546395 -0.558746 0.623266 -1.0352 -0.9355 -0.8021 -0.6357
H -0.362383 1.940672 3.483346 -0.5986 -0.1695 -0.5350 0.3005
H 1.088766 1.528471 3.474058 -0.7531 0.6386 0.4007 0.3204
O 0.427812 2.042344 3.994846 1.5035 -0.2783 0.3367 -0.6698
H 3.768773 -1.923301 1.966669 -2.1640 -0.2615 1.5767 0.3415
H 2.194535 -2.219796 2.075854 0.6481 -0.6736 0.1982 0.3894
O 2.953642 -1.864330 2.587099 1.6568 -0.2165 -1.0360 -0.7864
H -3.973702 0.091428 1.741927 -0.3593 0.4409 -0.0872 0.3588
H -2.928807 1.051870 2.216032 -4.0188 0.2616 -0.5700 0.3316
O -4.007718 1.019611 2.043557 4.2293 -0.2236 0.8516 -0.7206
H -0.319869 -1.488285 -0.643997 -2.0852 0.7198 -7.3184 0.0851
H -1.703740 -1.015218 0.767726 0.1980 -0.5251 -0.1856 0.0163
O -0.107084 -1.588415 0.183030 1.6057 -0.3626 6.9553 -0.8057
H 2.596391 -0.920303 1.229590 -0.2594 0.7460 -1.3554 0.4809
H 1.427481 -1.067369 0.225300 0.3014 0.1306 -0.1566 0.1220
O 2.381467 -0.747789 0.275973 0.0203 -0.3917 0.6454 -0.7398
H 2.684865 1.203626 1.112188 3.0264 -2.2261 -0.7745 0.2861
H 1.194103 1.110095 1.068782 2.0388 2.0807 0.3730 0.3020
O 1.985768 1.754892 1.260140 -4.8414 0.4282 0.5158 -0.6996
H -0.030337 -3.324474 1.207651 2.5770 -0.5500 -0.3797 0.3644
H 1.032126 -3.191170 0.141183 -0.0123 0.6019 1.0835 0.3769
O 0.922047 -3.664344 0.995419 -1.9579 0.6798 0.6712 -0.8828
H 1.142279 -4.952409 -1.726182 0.4812 2.1253 -4.4724 0.2603
H 0.879542 -4.649622 -0.266620 -0.3601 1.0047 1.5377 0.5090
O 1.048155 -5.293583 -0.914817 -0.1292 -4.4315 2.1880 -0.6824
H 0.460439 -1.876504 3.451839 -3.2702 -2.1148 0.4683 0.3153
H -0.261678 -2.871770 4.427549 0.0738 -0.4807 0.8526 0.2699
O -0.436992 -2.460513 3.593626 3.2283 2.6385 -1.3191 -0.6335
H -0.643816 3.068085 0.973753 2.2722 1.1006 0.0908 0.2490
H 0.882297 3.246839 1.486394 -0.8509 0.0773 -0.5417 0.4176
O 0.149783 3.702290 1.014631 -1.5528 -0.7516 0.3122 -0.6309
H -0.904945 -0.476403 2.851720 -0.0011 -0.3619 -0.1444 0.3210
H -0.349972 -0.319407 1.319849 -0.3083 0.4022 2.1674 -0.2097
O -0.549742 0.161267 2.226481 0.6803 -0.2102 -1.6351 -0.2148
```
Positions in Å, forces in eV/Å.

DFT total energy in Eh: -1719.516199
E_HOMO in hartree: -0.217
Gap between HOMO and LUMO in eV: 8.2
Charge: -1

(2)
This record from the Open Molecules 2025 dataset describes a cluster of 16 separate species, C5H38O16 in total at a distorted geometry. The level of theory is ωB97M-V/def2-TZVPD.

XYZ file:
```
59
Properties=species:S:1:pos:R:3:forces:R:3:mulliken_charge:R:1
O -0.098923 2.101731 0.286970 -0.1691 0.4571 0.2398 -0.5647
C 0.225657 0.976632 0.522480 1.7925 -0.9345 -1.6031 -0.4514
C 0.546261 -0.053837 -0.608029 -0.1220 -0.2914 1.7962 2.2648
C 1.151009 -1.354569 0.012009 -1.1092 0.3830 0.8295 -0.4446
C 1.038979 -2.430565 -1.004660 0.4497 -0.1112 -0.2198 -0.1842
C 2.099912 -2.895733 -1.654782 1.0524 -0.4983 -1.0677 -0.9882
H 0.439614 0.523834 1.499983 -0.5640 0.4993 0.4992 0.5750
H -0.474843 -0.185062 -1.008357 0.5646 -0.4549 -0.4976 -0.3369
H 1.276861 0.240889 -1.370998 -0.7729 0.6824 0.1448 -1.1356
H 2.181767 -1.183752 0.352042 -0.2949 0.0196 -0.2341 0.4771
H 0.602472 -1.633058 0.946072 0.2393 0.1273 -0.6988 0.2926
H -0.001042 -2.711083 -1.222730 0.5863 -0.2351 -0.1257 0.3377
H 2.216520 -3.585204 -2.478553 -1.5629 -0.5505 -0.1968 0.2950
H 3.162041 -2.650325 -1.586432 -0.2473 0.9377 1.2982 0.0648
H -1.944933 0.709233 3.892566 -0.2644 -0.0764 0.1332 0.3178
H -1.641690 2.039932 3.315501 0.1058 0.2621 0.4226 0.3077
O -2.362789 1.568547 3.760038 0.3297 -0.0714 -0.4404 -0.6384
H 2.221690 2.768123 -1.122292 -0.1197 -0.0349 -0.2387 0.3757
H 3.577834 2.195450 -0.567423 -0.1666 0.2619 -0.2314 0.3150
O 2.804800 2.737512 -0.346862 0.7512 -0.4345 0.3208 -0.7373
H -1.077352 -4.289541 3.035154 -0.2546 0.0681 -0.2914 0.3070
H -1.880083 -2.994786 2.790348 0.3534 -0.4229 -0.1897 0.3637
O -1.311036 -3.447274 3.432308 -0.2925 0.0003 0.8665 -0.6968
H 1.676222 -3.480259 2.763667 0.0255 0.1014 0.0116 0.2908
H 0.550805 -3.022259 3.689395 -0.1918 0.2579 -0.3129 0.3239
O 1.268769 -2.688089 3.129798 0.4971 -0.0849 0.1373 -0.6300
H -2.699444 -3.215625 0.289180 0.2110 -0.4610 0.0902 0.2391
H -2.032083 -2.000652 0.706429 0.1811 -0.5915 0.2767 0.4838
O -1.941170 -2.973708 0.838226 -0.3329 0.8144 -0.5184 -0.6280
H -4.229588 -1.479591 -0.131418 -0.0126 0.3285 -0.8133 0.2609
H -3.179273 -0.330835 -0.544180 -0.5617 -0.6090 -0.8080 0.4388
O -3.505686 -0.918153 0.142715 0.2520 0.5013 1.6073 -0.7451
H 2.180400 0.568286 -3.148503 -0.4303 0.0940 -0.1424 0.2091
H 1.762871 1.160810 -4.476436 -0.1407 0.1477 -0.0206 0.2437
O 1.415826 0.962832 -3.598033 0.5992 -0.5111 -0.3795 -0.5614
H 0.950606 1.765201 4.448386 -0.4039 0.0188 0.4088 0.2734
H 1.289503 2.635384 3.327471 -0.4934 0.3374 -0.0987 0.3986
O 0.640342 2.593303 4.062541 0.5824 -0.3629 -0.3617 -0.6286
H -2.342017 -0.791686 -2.845075 -0.3530 -0.3653 0.8911 0.3368
H -3.445942 -1.612088 -3.285837 -0.5107 -0.2432 0.4562 0.3094
O -3.109038 -1.292702 -2.434493 0.7691 0.1571 -1.5989 -0.6416
H 3.324293 -0.227835 -1.106497 0.5590 -0.1914 0.4487 0.2052
H 4.350775 -1.034047 -0.296018 0.0089 -0.2368 0.0680 0.3594
O 4.168742 -0.153793 -0.625297 -0.4101 0.5536 -0.5474 -0.6108
H -1.896489 1.048010 -2.933727 0.3543 0.3579 -0.2784 0.4195
H -0.466663 0.644973 -3.617260 -0.4885 -0.0140 0.4253 0.3019
O -1.400784 0.402628 -3.467473 0.1091 0.0187 -0.2362 -0.7070
H -3.203982 2.688072 -0.992799 -0.2168 -0.1613 0.1551 0.3721
H -1.792045 2.359441 -1.299317 -0.2417 0.0199 0.1526 0.2649
O -2.660198 2.414704 -1.732880 0.7780 0.1475 -0.8217 -0.7563
H 0.645020 3.901317 -1.806576 -0.0105 -0.1311 -0.1871 0.3257
H 0.368005 2.591871 -2.551083 -0.1194 -0.2594 -0.0415 0.3183
O 1.044798 3.250744 -2.404436 0.1084 0.8531 0.4152 -0.6920
H -2.695503 2.069261 1.485281 0.3549 -0.0328 0.1378 0.1873
H -3.359880 0.983032 0.721792 0.2148 -0.0910 0.0732 0.3078
O -2.578026 1.558149 0.673966 -1.1185 -0.0175 0.7423 -0.4187
H 3.000595 1.407662 2.798032 0.9662 -0.2434 -0.6477 0.2524
H 2.707064 1.964835 1.206686 0.4745 -0.0461 0.6785 0.3902
O 2.440423 1.803686 2.139436 -1.2939 0.3611 0.1233 -0.6092
```
Positions in Å, forces in eV/Å.

DFT total energy in Eh: -1417.069750
E_HOMO in hartree: -0.350
Gap between HOMO and LUMO in eV: 9.4
Charge: 0

(3)
This record from the Open Molecules 2025 dataset describes a cluster of 2 separate species, C5H3Cl4O2 in total at a distorted geometry. The level of theory is ωB97M-V/def2-TZVPD.

XYZ file:
```
14
Properties=species:S:1:pos:R:3:forces:R:3:mulliken_charge:R:1
C -1.242119 1.227037 1.441669 -6.5132 -2.3724 0.5143 -1.0108
C -1.591585 1.029624 0.195354 -0.0990 -0.1431 0.6392 0.7676
C 1.843980 1.840642 -0.290794 -0.8868 0.3543 0.2662 -0.4306
C 2.804153 -0.689391 -0.896351 3.1103 0.0143 -1.4731 -0.1494
C 2.532571 0.264312 0.194432 0.9970 -0.3565 1.5664 0.4266
O 1.928380 1.907039 -1.474108 0.0732 0.2468 -0.6464 -0.3646
O -1.967606 0.779239 -0.871324 0.0786 0.0505 -0.1737 -0.3649
Cl 1.465253 -1.575158 -1.412544 -1.9700 -0.7139 -0.5837 -0.1335
Cl 4.099233 -1.970413 -0.410378 -0.0128 0.0078 -0.2297 -0.2364
Cl 4.121324 0.901033 0.833947 -0.3435 -0.0229 -0.3683 -0.2323
Cl 1.802727 -0.629928 1.613296 -0.0473 0.5306 -0.6192 -0.2242
H -0.451033 1.674197 1.755620 5.2706 2.5770 1.2560 0.4528
H -2.020445 1.103097 2.315670 1.2578 -0.0820 -2.2767 0.1702
H 3.290481 -0.262171 -1.860895 -0.9150 -0.0905 2.1288 0.3295
```
Positions in Å, forces in eV/Å.

DFT total energy in Eh: -2183.513957
E_HOMO in hartree: -0.116
Gap between HOMO and LUMO in eV: 6.4
Charge: -1

(4)
This record from the Open Molecules 2025 dataset describes an isolated molecule of C5H3ClN2O3 at a distorted geometry. The level of theory is ωB97M-V/def2-TZVPD.

XYZ file:
```
14
Properties=species:S:1:pos:R:3:forces:R:3:mulliken_charge:R:1
C 1.672597 -0.918959 0.115975 1.5801 -1.6177 -1.1215 0.5763
C 0.476974 -0.171143 0.012491 -7.0882 1.4177 0.5069 0.7677
C -0.886876 -0.699716 0.058873 4.9757 -1.5332 -0.0840 -0.5593
C -1.990245 0.026197 0.032365 -1.7152 3.0376 0.1393 0.2098
C 0.357673 1.268964 -0.008469 3.5665 -4.6084 -0.2804 0.4992
H 0.828830 -2.516417 -0.364234 -3.7982 -1.4698 -0.8038 0.2567
H -1.157519 -1.707240 0.175495 0.6566 -1.7333 -0.0093 0.3360
H 1.059624 2.848143 -0.137078 1.1944 0.0586 0.0549 0.3666
N -1.921420 1.345818 0.032781 -0.7233 0.1108 -0.4910 -0.5378
N -0.738254 1.901088 -0.048370 -2.6504 1.9804 0.3605 -0.3911
O 1.676172 -2.253491 -0.210635 3.1296 1.9253 1.1641 -0.4344
O 2.693650 -0.366933 0.328951 1.5877 0.3645 0.7121 -0.4739
O 1.482937 1.957592 -0.057336 -0.8582 1.8861 -0.1737 -0.4475
Cl -3.554144 -0.713902 0.069192 0.1430 0.1814 0.0256 -0.1683
```
Positions in Å, forces in eV/Å.

DFT total energy in Eh: -987.706090
E_HOMO in hartree: -0.376
Gap between HOMO and LUMO in eV: 8.9
Charge: 0

(5)
This record from the Open Molecules 2025 dataset describes an isolated molecule of C5H3F at a distorted geometry. The level of theory is ωB97M-V/def2-TZVPD.

XYZ file:
```
9
Properties=species:S:1:pos:R:3:forces:R:3:mulliken_charge:R:1
C -2.026351 -0.325107 0.008400 1.3186 -0.2951 -0.6348 -0.4096
C -0.514587 -0.384203 -0.032656 -1.4909 0.6133 0.2739 0.3272
C 0.651071 -0.078996 -0.081845 -2.0370 -0.7513 -0.1919 0.6801
C 1.953837 0.213395 -0.117649 4.9755 0.2719 0.5327 -0.5692
C 3.177581 0.347433 -0.005535 -4.3197 -0.0493 -0.4013 -0.6718
H -2.422609 -0.878834 -0.857950 0.0205 0.2856 0.2692 0.2350
H -2.466187 -0.705791 0.915234 0.2071 -0.4723 0.3755 0.2623
H 4.071010 0.818518 0.226237 1.3674 0.1697 0.0616 0.4050
F -2.423767 0.993583 -0.054238 -0.0415 0.2275 -0.2849 -0.2591
```
Positions in Å, forces in eV/Å.

DFT total energy in Eh: -292.037553
E_HOMO in hartree: -0.352
Gap between HOMO and LUMO in eV: 9.9
Charge: 0

(6)
This record from the Open Molecules 2025 dataset describes an isolated molecule of C5H3FN2 at a distorted geometry. The level of theory is ωB97M-V/def2-TZVPD.

XYZ file:
```
11
Properties=species:S:1:pos:R:3:forces:R:3:mulliken_charge:R:1
C 1.465715 -0.703499 0.086686 0.6850 0.3847 -0.9139 -0.4278
C -0.000708 -0.744043 -0.130531 -0.9824 0.9053 0.8872 -0.3052
C -0.801662 0.347717 -0.118973 0.4146 -1.0454 0.2861 0.5330
C -2.240839 0.225151 -0.079774 -1.6419 -0.9380 -0.0411 -0.0291
C -0.287700 1.663853 0.007639 0.5279 3.0662 -0.4903 0.3041
H 1.963996 -1.434643 -0.560361 -0.0108 0.3066 -0.2621 0.2920
H 1.768654 -1.004019 1.083746 -0.3109 0.1363 0.4742 0.3009
H -0.501093 -1.700675 -0.105849 0.1517 -0.2315 -0.2109 0.4372
N -3.378514 -0.015037 -0.011599 1.9090 0.6054 -0.1508 -0.4011
N 0.035168 2.783681 -0.007606 -0.6289 -2.0068 0.2616 -0.4275
F 1.976987 0.581512 -0.163375 -0.1131 -1.1828 0.1599 -0.2765
```
Positions in Å, forces in eV/Å.

DFT total energy in Eh: -401.642451
E_HOMO in hartree: -0.395
Gap between HOMO and LUMO in eV: 9.8
Charge: 0

Energy relative to the best compared isomer or geometry (same formula, charge and spin): 5.852; 1.862; 2.555; 0.000; 0.378; 0.346 (eV)